# 1
DFT (the ωB97M-V functional and the def2-TZVPD basis) results for C20H44Br12O20S6 as an isolated structure in a non-equilibrium geometry.

Positions of all 102 atoms, in Å:
O: 0.114 6.763 -48.572
S: -0.958 7.119 -49.463
O: -1.040 8.371 -50.170
O: -0.969 5.946 -50.576
C: -1.739 6.105 -51.754
C: -3.151 5.552 -51.621
C: -2.509 6.743 -48.589
H: -1.202 5.493 -52.478
H: -1.728 7.126 -52.137
H: -3.514 5.190 -52.576
H: -3.873 6.244 -51.180
H: -3.098 4.809 -50.821
H: -3.274 6.886 -49.345
H: -2.650 7.463 -47.785
H: -2.388 5.753 -48.161
O: 4.066 5.522 -49.137
S: 3.748 5.366 -47.751
O: 4.619 4.565 -46.927
O: 3.539 6.792 -47.028
C: 3.492 6.802 -45.581
C: 2.245 7.564 -45.163
C: 2.080 4.646 -47.569
H: 4.442 7.277 -45.341
H: 3.440 5.827 -45.097
H: 2.234 8.538 -45.649
H: 2.176 7.768 -44.094
H: 1.391 6.935 -45.413
H: 1.511 5.309 -48.232
H: 1.695 4.822 -46.570
H: 1.993 3.646 -47.980
O: 2.802 1.218 -46.364
S: 3.425 0.993 -45.098
O: 2.595 0.801 -43.940
O: 4.441 -0.257 -45.275
C: 4.913 -0.928 -44.132
C: 4.339 -2.339 -43.970
C: 4.669 2.269 -44.704
H: 4.674 -0.367 -43.222
H: 6.005 -0.995 -44.122
H: 4.432 -2.973 -44.849
H: 3.287 -2.219 -43.706
H: 4.843 -2.837 -43.141
H: 5.182 2.528 -45.624
H: 5.334 1.887 -43.939
H: 4.018 3.080 -44.385
O: 6.461 3.021 -50.099
S: 5.353 2.112 -50.045
O: 4.020 2.523 -50.369
O: 5.733 0.855 -50.978
C: 7.017 0.234 -50.866
C: 7.170 -0.772 -51.990
C: 5.353 1.271 -48.478
H: 7.039 -0.314 -49.920
H: 7.806 0.985 -50.909
H: 8.143 -1.253 -51.871
H: 7.247 -0.275 -52.957
H: 6.372 -1.510 -51.979
H: 4.819 1.870 -47.745
H: 6.394 1.160 -48.175
H: 4.892 0.285 -48.481
C: 3.526 -2.734 -51.803
Br: 2.944 -1.465 -50.426
Br: 3.629 -1.909 -53.582
Br: 2.399 -4.310 -51.861
H: 4.483 -3.147 -51.518
C: -5.290 2.466 -51.334
Br: -6.307 0.826 -50.986
Br: -6.240 3.998 -50.556
Br: -4.952 2.710 -53.270
H: -4.327 2.355 -50.856
C: -0.267 1.545 -53.634
Br: -1.405 0.211 -52.762
Br: -0.697 1.644 -55.554
Br: 1.589 1.048 -53.506
H: -0.536 2.527 -53.264
C: 0.789 -3.657 -46.534
Br: 0.123 -4.564 -48.133
Br: 1.809 -2.050 -47.062
Br: 1.889 -4.772 -45.363
H: -0.069 -3.356 -45.951
C: 1.819 4.914 -52.215
C: 3.221 5.452 -52.530
O: 3.127 5.982 -53.851
S: 1.627 6.517 -54.181
O: 1.206 6.163 -55.497
O: 1.464 7.865 -53.758
O: 0.929 5.512 -53.136
H: 1.543 5.178 -51.194
H: 1.729 3.837 -52.348
H: 4.041 4.756 -52.386
H: 3.430 6.322 -51.902
C: -0.060 0.690 -48.541
C: 0.962 1.217 -49.556
O: 0.539 2.538 -49.910
S: -1.032 2.795 -49.453
O: -1.812 3.116 -50.601
O: -1.007 3.579 -48.247
O: -1.275 1.227 -49.013
H: 0.228 1.099 -47.566
H: -0.127 -0.389 -48.455
H: 1.030 0.663 -50.490
H: 1.944 1.339 -49.095

- HOMO energy (eV) = -10.125
- energy (eV) = -967919.66374
- gap between HOMO and LUMO (eV) = 9.386

Atomic partial charges in e from the Mulliken method, atoms 1 to 5:
1 O -0.50
2 S 1.09
3 O -0.65
4 O -0.17
5 C -0.20

***

# 2
DFT (the ωB97M-V functional and the def2-TZVPD basis) results for C20H44CeNO2P3 as an isolated structure in a non-equilibrium geometry.

Positions of all 71 atoms, in Å:
Ce: -0.701 -0.005 -0.052
P: 1.775 0.637 1.820
P: -0.598 2.616 -0.626
P: 2.106 -0.424 -0.906
H: -1.089 -3.540 0.642
C: 0.002 -3.480 0.557
C: 0.764 -3.066 1.587
H: 0.295 -2.655 2.500
C: 1.185 0.888 3.534
C: 2.418 2.327 1.507
C: 3.335 -0.245 2.219
C: -2.040 2.413 -1.767
C: -1.194 3.893 0.511
C: 0.629 3.367 -1.733
C: 3.163 -1.905 -0.792
C: 3.403 0.761 -1.415
C: 1.366 -0.785 -2.541
H: 0.412 -3.805 -0.404
H: 1.859 -3.069 1.576
H: 0.771 -0.049 3.924
H: 0.415 1.667 3.544
H: 2.014 1.204 4.179
H: 1.583 3.040 1.517
H: 2.931 2.385 0.543
H: 3.133 2.596 2.295
H: 3.107 -1.288 2.465
H: 3.807 0.224 3.095
H: 4.055 -0.210 1.393
H: -2.247 3.447 -2.080
H: -2.941 2.043 -1.248
H: -1.866 1.791 -2.664
H: -1.736 4.660 -0.058
H: -0.374 4.376 1.059
H: -1.898 3.447 1.233
H: 0.161 4.187 -2.282
H: 1.003 2.624 -2.453
H: 1.473 3.760 -1.152
H: 3.522 -2.132 -1.802
H: 2.626 -2.767 -0.388
H: 4.034 -1.684 -0.170
H: 3.828 0.383 -2.350
H: 4.201 0.776 -0.665
H: 3.010 1.770 -1.572
H: 2.171 -1.191 -3.162
H: 0.963 0.110 -3.028
H: 0.561 -1.524 -2.445
C: -1.809 -1.798 -3.171
C: -2.940 -1.348 -3.870
C: -3.121 -1.843 -5.167
C: -2.213 -2.741 -5.732
C: -1.144 -3.245 -4.965
C: -0.926 -2.761 -3.672
O: -1.615 -1.254 -1.865
H: -2.502 -1.177 -1.461
H: -3.658 -0.640 -3.410
H: -3.984 -1.519 -5.765
H: -2.365 -3.043 -6.780
H: -0.475 -4.022 -5.363
H: -0.068 -3.113 -3.103
C: -2.398 1.468 4.077
N: -2.356 0.005 4.053
C: -2.636 -0.721 5.276
C: -2.037 -0.701 2.976
O: -1.680 -0.163 1.875
H: -3.430 1.832 3.975
H: -1.788 1.935 3.296
H: -2.029 1.781 5.062
H: -3.439 -1.430 5.090
H: -1.752 -1.274 5.591
H: -2.924 -0.004 6.039
H: -2.109 -1.795 3.068

- charge = +3
- HOMO energy (spin up / spin down) (eV) = -16.717 / -16.713
- multiplicity = 2
- energy (eV) = -67809.46951
- gap between HOMO and LUMO (spin up / spin down) (eV) = 7.643 / 7.772

Atomic partial charges in e from the Mulliken method, atoms 1 to 5:
1 Ce 0.37
2 P 0.82
3 P 1.19
4 P 1.17
5 H 0.40

***

# 3
DFT (the ωB97M-V functional and the def2-TZVPD basis) results for a 2-piece molecular cluster, C20H44FNO5PS overall in a non-equilibrium geometry.

Positions of all 73 atoms, in Å:
N: 1.125 1.366 -5.873
C: 0.655 0.086 -6.451
C: 0.822 -1.132 -5.457
C: 1.852 -2.212 -5.932
O: 3.082 -2.258 -5.170
C: 3.854 -1.201 -5.393
O: 3.720 -0.460 -6.277
O: 4.968 -0.956 -4.541
S: 4.775 -1.573 -3.046
O: 4.914 -2.982 -3.074
O: 3.604 -1.115 -2.380
F: 6.041 -1.061 -2.212
H: 0.359 1.836 -5.397
H: 1.917 1.226 -5.252
H: -0.421 0.189 -6.693
H: 1.271 -0.076 -7.363
H: 1.090 -0.826 -4.422
H: -0.174 -1.635 -5.397
H: 2.048 -2.167 -7.027
H: 1.369 -3.202 -5.777
C: -2.317 -0.612 5.803
C: -3.003 0.016 4.594
C: -3.017 -0.902 3.372
C: -1.689 -1.021 2.611
P: -1.216 0.307 1.506
C: -2.646 0.644 0.447
C: -3.337 -0.498 -0.308
C: -2.615 -1.079 -1.530
C: -2.107 -0.046 -2.531
C: 0.060 -0.250 0.389
C: 1.450 -0.698 0.847
C: 2.422 0.386 1.303
C: 2.488 1.617 0.407
C: -0.943 1.914 2.252
C: 0.196 2.309 3.203
C: 0.539 1.354 4.354
C: 0.094 1.876 5.717
H: -1.287 -0.905 5.585
H: -2.298 0.095 6.633
H: -2.857 -1.501 6.134
H: -2.533 0.973 4.358
H: -4.035 0.245 4.870
H: -3.796 -0.555 2.688
H: -3.322 -1.901 3.693
H: -1.775 -1.906 1.968
H: -0.874 -1.265 3.297
H: -2.376 1.449 -0.241
H: -3.397 1.089 1.109
H: -4.304 -0.120 -0.650
H: -3.562 -1.317 0.380
H: -3.310 -1.744 -2.049
H: -1.794 -1.726 -1.216
H: -2.941 0.474 -3.006
H: -1.526 -0.540 -3.312
H: -1.454 0.697 -2.070
H: 0.149 0.464 -0.433
H: -0.359 -1.153 -0.062
H: 1.912 -1.213 -0.001
H: 1.351 -1.445 1.639
H: 3.421 -0.050 1.375
H: 2.168 0.678 2.323
H: 2.921 1.369 -0.564
H: 3.113 2.380 0.872
H: 1.507 2.069 0.240
H: -1.885 2.201 2.728
H: -0.862 2.601 1.399
H: -0.044 3.295 3.610
H: 1.095 2.485 2.611
H: 1.624 1.231 4.404
H: 0.132 0.358 4.181
H: 0.662 2.767 5.991
H: 0.271 1.123 6.487
H: -0.967 2.134 5.726

- charge = +1
- HOMO energy (eV) = -11.079
- energy (eV) = -56016.55054
- gap between HOMO and LUMO (eV) = 8.972

Atomic partial charges in e from the Mulliken method, atoms 1 to 5:
1 N -0.57
2 C -0.63
3 C -0.05
4 C -0.69
5 O -0.32